Below is C24H31CoN5O5SSe as an isolated structure, with properties calculated with ωB97M-V with the def2-TZVPD basis set.

CARTESIAN COORDINATES (ANGSTROEM)
1 Co -0.029 0.137 0.007
2 C -2.305 2.264 -0.809
3 O -1.458 1.173 -1.215
4 C -2.009 0.401 -2.297
5 C -0.882 -0.508 -2.710
6 O -0.316 -1.104 -1.516
7 C -0.978 -2.335 -1.083
8 C -1.995 -1.989 -0.030
9 O -1.291 -1.126 0.880
10 C -1.983 -0.970 2.152
11 H -2.626 2.814 -1.693
12 H -1.703 2.917 -0.191
13 H -3.172 1.897 -0.259
14 H -2.291 1.065 -3.117
15 H -2.903 -0.131 -1.970
16 H -0.071 0.051 -3.169
17 H -1.190 -1.291 -3.400
18 H -0.196 -2.973 -0.674
19 H -1.419 -2.825 -1.948
20 H -2.333 -2.877 0.505
21 H -2.867 -1.466 -0.425
22 H -2.055 -1.957 2.606
23 H -2.974 -0.555 1.972
24 H -1.381 -0.312 2.762
25 Se 1.666 -1.541 4.442
26 N 2.824 -2.527 3.583
27 C 2.664 -2.292 2.291
28 C 3.445 -2.874 1.265
29 C 3.183 -2.483 -0.015
30 C 2.156 -1.556 -0.273
31 N 1.375 -1.009 0.649
32 C 1.621 -1.345 1.966
33 N 0.969 -0.825 2.978
34 H 4.223 -3.584 1.517
35 H 3.749 -2.859 -0.855
36 H 1.987 -1.248 -1.293
37 N 1.208 3.471 -4.532
38 C 2.044 3.857 -3.542
39 O 2.660 4.893 -3.530
40 C 2.188 2.943 -2.334
41 C 3.335 3.114 -1.566
42 C 3.482 2.364 -0.411
43 C 2.474 1.501 -0.045
44 N 1.352 1.329 -0.774
45 C 1.229 2.045 -1.907
46 H 1.154 4.073 -5.341
47 H 0.903 2.522 -4.644
48 H 4.071 3.841 -1.888
49 H 4.361 2.452 0.213
50 H 2.548 0.939 0.875
51 H 0.303 1.933 -2.446
52 C -1.016 3.642 2.454
53 S 0.352 2.596 1.941
54 O -0.427 1.307 1.433
55 C 1.094 2.236 3.499
56 C 0.361 1.772 4.589
57 C 1.013 1.578 5.792
58 C 2.378 1.850 5.900
59 C 3.099 2.310 4.809
60 C 2.454 2.505 3.593
61 H -1.406 3.314 3.413
62 H -1.786 3.603 1.690
63 H -0.619 4.654 2.534
64 H -0.701 1.575 4.508
65 H 0.460 1.239 6.658
66 H 2.874 1.717 6.853
67 H 4.151 2.540 4.906
68 H 2.999 2.898 2.742

Computed properties:
HOMO (spin up / spin down) = -17.4 / -17.4 eV
Net charge = +3
Frontier orbital gap (spin up / spin down) = 0.2615 / 0.2616 Eh
2S+1 = 1
F_max = 0.86 eV Å⁻¹
Energy above the lowest of the compared OMol25 structures with the same formula, charge and spin = 0.0 kJ/mol